{"formula": "C30H27N9O2PdS", "method": "ωB97M-V/def2-TZVPD", "total_charge": 0, "multiplicity": 3, "total_energy_ev": -63362.26877, "homo_ev": [-6.6495, -6.5191], "elements": ["Pd", "C", "C", "C", "C", "C", "N", "C", "C", "C", "C", "C", "C", "C", "N", "C", "C", "C", "N", "C", "C", "N", "C", "C", "C", "N", "H", "H", "H", "H", "H", "H", "H", "H", "H", "H", "H", "H", "H", "H", "H", "H", "H", "H", "N", "C", "C", "C", "C", "C", "C", "S", "O", "O", "N", "C", "N", "C", "C", "C", "N", "H", "H", "H", "H", "H", "H", "H", "H", "H"], "positions_angstrom": [[-0.054, -0.101, -1.484], [-1.628, 0.730, 5.090], [-1.110, 0.982, 3.696], [-1.612, 2.027, 2.919], [-1.163, 2.213, 1.631], [-0.171, 1.394, 1.058], [0.338, 1.642, -0.210], [0.482, 2.946, -0.640], [1.044, 3.894, 0.244], [1.353, 5.181, -0.136], [1.142, 5.621, -1.442], [1.539, 7.005, -1.891], [0.589, 4.713, -2.320], [0.234, 3.419, -1.939], [-0.430, 2.634, -2.940], [-1.219, 3.103, -3.931], [-1.566, 2.042, -4.732], [-0.946, 0.940, -4.137], [-0.260, 1.309, -3.058], [0.290, 0.301, 1.822], [-0.177, 0.136, 3.125], [1.249, -0.592, 1.288], [2.116, -1.440, 2.062], [3.063, -2.906, 0.823], [3.054, -2.503, -0.568], [2.125, -1.646, -0.726], [-1.993, 1.650, 5.547], [-0.851, 0.314, 5.733], [-2.457, 0.018, 5.070], [-2.370, 2.686, 3.329], [-1.559, 3.021, 1.029], [1.252, 3.564, 1.253], [1.792, 5.856, 0.592], [1.600, 7.688, -1.043], [0.820, 7.415, -2.602], [2.517, 7.000, -2.380], [0.435, 5.012, -3.352], [-1.485, 4.145, -3.988], [-2.188, 2.062, -5.611], [-0.969, -0.097, -4.424], [0.156, -0.718, 3.703], [2.026, -1.413, 3.144], [3.534, -3.829, 1.143], [3.891, -2.506, -1.254], [-3.154, -7.524, -0.600], [-2.867, -6.183, -0.400], [-1.962, -5.792, 0.596], [-1.629, -4.464, 0.758], [-2.207, -3.501, -0.068], [-3.102, -3.871, -1.055], [-3.438, -5.205, -1.215], [-1.678, -1.832, 0.104], [-2.328, -1.038, -0.936], [-1.890, -1.441, 1.468], [-0.134, -1.908, -0.366], [1.049, -1.720, 0.350], [2.371, -0.424, -1.323], [3.398, 0.112, -0.558], [3.988, -0.345, 0.590], [3.586, -1.498, 1.483], [1.675, -2.670, 1.335], [-2.937, -8.157, 0.148], [-3.987, -7.749, -1.112], [-1.519, -6.544, 1.241], [-0.917, -4.165, 1.521], [-3.540, -3.111, -1.691], [-4.149, -5.497, -1.981], [3.776, 1.039, -0.978], [4.825, 0.239, 0.948], [4.340, -1.661, 2.248]], "forces_ev_per_angstrom": [[0.56, 1.06, -0.24], [0.02, -0.02, -0.10], [-0.02, 0.04, 0.08], [0.01, -0.06, 0.02], [0.03, -0.02, -0.10], [0.01, 0.08, 0.09], [-0.23, -0.36, -0.20], [0.04, -0.25, 0.08], [0.04, 0.05, 0.02], [0.00, -0.05, 0.08], [0.02, 0.09, -0.03], [-0.01, -0.08, 0.03], [0.00, 0.04, -0.12], [-0.04, -0.03, -0.12], [0.06, 0.07, 0.31], [0.03, 0.05, 0.05], [0.00, -0.12, -0.06], [0.01, 0.16, -0.05], [-0.29, -0.03, -0.45], [0.04, 0.22, 0.01], [0.06, -0.07, 0.00], [-0.16, -0.28, -0.08], [0.10, 0.12, -0.15], [-0.09, -0.12, 0.21], [0.40, -0.34, -0.07], [-0.47, 0.27, 0.01], [0.01, -0.01, 0.00], [-0.01, 0.01, -0.01], [0.02, 0.02, 0.00], [0.03, -0.01, -0.03], [0.01, 0.02, 0.03], [-0.01, 0.02, 0.00], [-0.02, -0.03, -0.01], [-0.01, -0.01, -0.01], [0.01, -0.01, 0.02], [-0.02, 0.00, 0.02], [0.00, -0.04, 0.04], [0.04, -0.05, 0.03], [0.03, 0.00, 0.06], [-0.01, -0.05, 0.00], [0.02, 0.00, -0.04], [-0.02, 0.02, 0.05], [0.01, 0.01, -0.08], [-0.01, -0.02, 0.07], [0.14, 0.06, -0.04], [-0.04, -0.05, 0.05], [0.00, -0.01, 0.01], [-0.12, 0.08, -0.01], [0.19, -0.08, -0.09], [-0.11, 0.04, -0.01], [-0.05, -0.01, -0.03], [0.00, -0.40, 0.24], [0.08, -0.11, 0.04], [0.03, -0.13, 0.07], [0.30, 0.42, -0.09], [-0.34, 0.06, 0.69], [-0.12, -0.30, -0.12], [-0.17, 0.24, 0.01], [-0.03, -0.06, -0.03], [-0.13, -0.05, 0.00], [0.25, 0.00, -0.06], [-0.04, 0.00, 0.04], [-0.05, 0.01, 0.02], [-0.01, 0.03, -0.04], [-0.03, -0.02, -0.06], [0.05, -0.04, 0.02], [0.05, 0.02, 0.02], [-0.03, -0.02, 0.01], [-0.03, -0.01, -0.01], [0.00, -0.02, 0.04]], "mulliken_charge": [-0.0773, -1.6794, 0.5100, -1.1165, 0.0591, 0.0645, 0.2891, -0.4137, 0.1115, -1.0403, 0.3889, -1.5267, -0.3971, 0.0083, 0.3495, -0.0672, -1.0526, -0.2201, -0.5551, -0.2692, -0.2392, 1.2333, -0.3409, -0.1952, -0.1488, 1.1918, 0.4068, 0.3674, 0.2984, 0.3681, 0.5520, 0.5501, 0.3533, 0.3709, 0.3637, 0.2891, 0.5205, 0.4585, 0.4063, 0.4818, 0.3577, 0.4905, 0.4618, 0.3780, -0.5340, 1.0654, -0.7632, -0.5778, -0.3989, -0.2688, -0.7802, 2.0343, -0.8230, -0.5891, -1.0761, 0.8614, -1.1401, -0.5109, -0.9987, -0.2169, -0.9293, 0.2149, 0.2135, 0.2728, 0.3401, 0.4932, 0.2832, 0.5517, 0.3598, 0.5754]}


{"formula": "C4H10N3", "method": "ωB97M-V/def2-TZVPD", "total_charge": 1, "total_energy_ev": -8770.79488, "smiles": "C[N@@H+]1C=C[C@H](N)N1", "homo_ev": -13.7619, "elements": ["C", "N", "C", "C", "C", "N", "N", "H", "H", "H", "H", "H", "H", "H", "H", "H", "H"], "positions_angstrom": [[0.638, -1.891, 1.075], [-0.323, -0.812, 0.633], [-0.766, -0.882, -0.791], [-0.900, 0.323, -1.305], [-0.467, 1.384, -0.264], [0.584, 2.289, -0.746], [0.011, 0.530, 0.883], [1.480, -1.938, 0.298], [0.812, -1.695, 2.116], [0.325, -2.921, 1.209], [-1.265, -0.850, 1.007], [-0.990, -1.753, -1.366], [-1.225, 0.716, -2.253], [-1.163, 2.120, 0.052], [1.149, 2.529, 0.034], [1.142, 2.079, -1.558], [0.959, 0.773, 0.977]], "forces_ev_per_angstrom": [[1.07, 0.19, -0.76], [-1.27, -1.66, -1.67], [0.32, 1.15, -1.84], [0.49, 1.82, 1.85], [1.64, -0.57, -1.39], [-0.67, -0.64, -0.10], [-1.42, 1.86, -0.08], [-0.90, 0.56, 1.66], [1.20, 0.82, 0.31], [-1.40, 0.00, -0.97], [0.08, -0.91, 1.44], [0.10, -0.99, 0.60], [-0.16, -0.64, -0.32], [-1.56, -0.26, 0.58], [0.70, 0.83, 0.41], [0.00, -0.58, 0.01], [1.79, -0.96, 0.28]], "mulliken_charge": [-0.7739, 0.3394, -0.5386, -0.3810, 0.1266, -0.5622, -0.5291, 0.3312, 0.3709, 0.3433, 0.3826, 0.4423, 0.4623, 0.2492, 0.2151, 0.2311, 0.2908]}